[1]
{
  "formula": "C3H3ClF2N2",
  "method": "the ωB97M-V functional and the def2-TZVPD basis",
  "symbols": ["H", "N", "C", "N", "C", "Cl", "C", "F", "F", "H", "H"],
  "xyz": [[-2.204, -2.246, -0.400], [-1.291, -1.770, -0.425], [-1.286, -0.560, -0.033], [-2.347, 0.164, 0.425], [-0.013, 0.151, -0.040], [0.019, 1.879, -0.141], [1.202, -0.471, 0.079], [2.332, 0.194, 0.053], [1.385, -1.761, 0.173], [-2.312, 1.136, 0.588], [-3.219, -0.225, 0.136]],
  "smiles": "[H]/N=C(\\N)C(Cl)=C(F)F",
  "e_tot_ev": -24096.3539,
  "gap_ev": 9.9,
  "lumo_energy_ev": 0.72,
  "de_lowest_ev": 0.000
}



[2]
{
  "formula": "C3H3ClF2O",
  "method": "the ωB97M-V functional and the def2-TZVPD basis",
  "symbols": ["O", "C", "C", "Cl", "C", "F", "F", "H", "H", "H"],
  "xyz": [[0.912, 1.021, -1.075], [0.218, -0.175, -0.672], [-1.042, 0.290, 0.225], [-2.342, -0.971, -0.151], [0.164, -0.281, 0.804], [1.153, 0.531, 1.417], [0.513, -1.607, 1.065], [1.881, 0.959, -0.710], [-0.136, -0.973, -1.284], [-1.322, 1.206, 0.382]],
  "smiles": "O[C@@H]1[C@@H](Cl)C1(F)F",
  "e_tot_ev": -23161.2604,
  "gap_ev": 10.9,
  "lumo_energy_ev": 0.54,
  "de_lowest_ev": 1.552
}



[3]
{
  "formula": "C3H3ClIN3O",
  "method": "the ωB97M-V functional and the def2-TZVPD basis",
  "symbols": ["C", "C", "C", "N", "N", "N", "O", "Cl", "I", "H", "H", "H"],
  "xyz": [[-0.237, 1.618, 0.046], [-0.977, 0.462, 0.016], [1.160, 1.207, 0.115], [-0.316, -0.731, 0.038], [1.349, -0.033, 0.010], [-0.794, -2.007, -0.086], [2.240, -0.860, 0.024], [2.461, 2.312, 0.210], [-3.076, 0.266, 0.118], [-0.631, 2.690, 0.142], [-0.053, -2.578, 0.349], [-1.126, -2.346, -0.983]],
  "e_tot_ev": -30295.1881,
  "gap_ev": 7.9,
  "lumo_energy_ev": -0.25,
  "de_lowest_ev": 1.230
}



[4]
{
  "formula": "C3H3ClN2",
  "method": "the ωB97M-V functional and the def2-TZVPD basis",
  "symbols": ["C", "C", "C", "N", "N", "Cl", "H", "H", "H"],
  "xyz": [[-0.614, 0.998, -0.102], [-1.126, -0.390, -0.032], [1.547, 0.316, 0.601], [0.650, 0.962, 0.079], [-0.487, -1.454, 0.093], [2.961, -0.164, -0.140], [-1.286, 1.762, -0.380], [-2.205, -0.643, -0.349], [0.560, -1.386, 0.229]],
  "e_tot_ev": -18658.5098,
  "gap_ev": [8.0, 8.0],
  "lumo_energy_ev": [-0.65, -0.65],
  "de_lowest_ev": 3.479
}



[5]
{
  "formula": "C3H3ClN2O2",
  "method": "the ωB97M-V functional and the def2-TZVPD basis",
  "symbols": ["N", "C", "C", "Cl", "C", "N", "O", "O", "H", "H", "H"],
  "xyz": [[0.072, 2.248, -1.536], [0.469, 1.335, -0.959], [1.001, 0.212, -0.091], [2.362, 0.861, 0.888], [-0.143, -0.243, 0.728], [-1.235, -0.983, -0.131], [-2.280, -1.130, 0.454], [-0.960, -1.135, -1.265], [1.254, -0.697, -0.557], [-0.819, 0.520, 1.029], [0.279, -0.987, 1.441]],
  "smiles": "N#C[C@@H](Cl)C[N+](=O)[O-]",
  "e_tot_ev": -22753.1689,
  "gap_ev": 11.6,
  "lumo_energy_ev": -0.04,
  "de_lowest_ev": 4.123
}



[6]
{
  "formula": "C3H3ClN2O2",
  "method": "the ωB97M-V functional and the def2-TZVPD basis",
  "symbols": ["N", "C", "C", "Cl", "N", "O", "C", "O", "H", "H", "H"],
  "xyz": [[-0.085, 1.817, -0.178], [-0.032, 0.446, -0.106], [0.987, -0.444, -0.101], [2.659, -0.148, -0.094], [0.527, -1.762, -0.207], [-0.875, -1.684, -0.099], [-1.259, -0.359, -0.088], [-2.402, -0.015, -0.078], [-1.013, 2.160, 0.069], [0.663, 2.339, 0.298], [0.830, -2.350, 0.585]],
  "smiles": "Nc1c(Cl)[nH]oc1=O",
  "e_tot_ev": -22755.8110,
  "gap_ev": 9.2,
  "lumo_energy_ev": 0.55,
  "de_lowest_ev": 1.481
}



[7]
{
  "formula": "C3H3ClN2O3S",
  "method": "the ωB97M-V functional and the def2-TZVPD basis",
  "symbols": ["C", "C", "C", "N", "N", "O", "O", "O", "S", "Cl", "H", "H", "H"],
  "xyz": [[0.490, -0.679, 2.592], [0.232, -0.070, -1.219], [-0.852, -0.834, -1.891], [0.876, -1.110, 3.583], [0.046, -0.276, 1.434], [1.395, -0.308, -1.185], [-0.276, 1.058, -0.552], [-0.697, 2.178, 1.547], [0.132, 1.185, 0.975], [2.001, 1.919, 0.910], [-1.794, -0.677, -1.371], [-0.962, -0.495, -2.920], [-0.590, -1.890, -1.904]],
  "e_tot_ev": -35633.1468,
  "spin_multiplicity": 3,
  "gap_ev": [6.5, 6.2],
  "s2": 2.02,
  "lumo_energy_ev": [0.40, -4.89]
}



[8]
{
  "formula": "C3H3ClN2O6",
  "method": "the ωB97M-V functional and the def2-TZVPD basis",
  "symbols": ["C", "C", "C", "N", "N", "O", "O", "O", "O", "O", "O", "Cl", "H", "H", "H"],
  "xyz": [[-1.208, 1.263, -1.119], [0.664, 0.113, -0.197], [-4.200, 0.058, 0.077], [-3.127, -0.315, -0.586], [-5.449, -0.691, 0.059], [-2.988, -1.213, -1.369], [-6.366, -0.167, 0.638], [-1.789, 1.978, -1.860], [-1.906, 0.392, -0.231], [-5.452, -1.756, -0.495], [0.076, 1.147, -0.984], [-4.184, 1.484, 1.018], [1.730, 0.169, -0.410], [0.274, -0.867, -0.488], [0.472, 0.278, 0.867]],
  "e_tot_ev": -30939.6183,
  "gap_ev": [9.0, 9.0],
  "lumo_energy_ev": [-1.30, -1.30]
}



[9]
{
  "formula": "C3H3ClN3OS",
  "method": "the ωB97M-V functional and the def2-TZVPD basis",
  "symbols": ["C", "C", "C", "N", "N", "N", "O", "S", "Cl", "H", "H", "H"],
  "xyz": [[2.786, 0.042, 0.192], [-1.230, -0.188, 1.428], [0.563, -0.697, -0.349], [1.812, -0.431, -0.360], [-0.332, -1.274, -1.048], [-1.622, -1.447, -0.807], [3.778, 0.444, 0.584], [-2.339, -0.897, 0.549], [-1.100, 2.280, -0.483], [-1.064, 0.403, 2.293], [-0.113, -1.702, -1.962], [-1.139, 3.466, -0.036]],
  "e_tot_ev": -33021.2679,
  "gap_ev": [6.9, 6.9],
  "lumo_energy_ev": [-6.37, -6.37],
  "total_charge": 1,
  "de_lowest_ev": 5.140
}



[10]
{
  "formula": "C3H3ClO",
  "method": "the ωB97M-V functional and the def2-TZVPD basis",
  "symbols": ["O", "C", "C", "C", "Cl", "H", "H", "H"],
  "xyz": [[2.235, -0.699, -0.117], [1.021, -0.734, 0.124], [0.204, 0.464, 0.068], [-1.119, 0.548, -0.116], [-2.056, -0.815, -0.008], [0.583, -1.687, -0.039], [0.687, 1.409, 0.246], [-1.556, 1.514, -0.158]],
  "smiles": "O=C/C=C\\Cl",
  "e_tot_ev": -17727.9823,
  "gap_ev": 9.7,
  "lumo_energy_ev": -0.33,
  "de_lowest_ev": 0.466
}



[11]
{
  "formula": "C3H3ClO",
  "method": "the ωB97M-V functional and the def2-TZVPD basis",
  "symbols": ["Cl", "C", "C", "C", "O", "H", "H", "H"],
  "xyz": [[2.172, -0.124, -0.017], [1.324, 1.308, -0.590], [-0.443, 1.269, -0.179], [-1.493, 1.469, 0.638], [-1.133, 0.122, -0.356], [1.885, 2.132, -0.340], [0.981, 1.250, -1.661], [-2.515, 1.809, 0.669]],
  "smiles": "ClCC1=CO1",
  "e_tot_ev": -17723.6886,
  "gap_ev": 8.9,
  "lumo_energy_ev": 0.24,
  "de_lowest_ev": 4.760
}



[12]
{
  "formula": "C3H3ClO2",
  "method": "the ωB97M-V functional and the def2-TZVPD basis",
  "symbols": ["C", "C", "Cl", "O", "C", "O", "H", "H", "H"],
  "xyz": [[1.153, -0.120, 0.044], [-0.330, -0.325, 0.061], [-0.876, -1.857, 0.725], [-1.049, 0.044, -1.173], [-1.308, 0.715, -0.096], [-2.146, 1.767, 0.327], [1.538, -0.124, 1.062], [1.392, 0.831, -0.432], [1.626, -0.930, -0.518]],
  "smiles": "C[C@]1(Cl)OC1=O",
  "e_tot_ev": -19774.3871,
  "gap_ev": 10.9,
  "lumo_energy_ev": 0.36,
  "de_lowest_ev": 2.302
}



[13]
{
  "formula": "C3H3ClO2S",
  "method": "the ωB97M-V functional and the def2-TZVPD basis",
  "symbols": ["C", "C", "C", "O", "O", "S", "Cl", "H", "H", "H"],
  "xyz": [[-0.688, 2.697, 0.773], [0.040, 1.917, 0.228], [-0.648, -1.820, -0.697], [1.916, -1.717, -0.360], [0.394, -0.971, 1.557], [0.666, -1.254, 0.142], [1.247, 1.111, -0.588], [-1.195, 3.362, 1.403], [-1.423, -1.077, -0.900], [-0.310, -2.247, -1.557]],
  "e_tot_ev": -30606.4169,
  "gap_ev": [8.8, 8.8],
  "lumo_energy_ev": [-0.75, -0.75],
  "de_lowest_ev": 5.260
}



[14]
{
  "formula": "C3H3ClO2S",
  "method": "the ωB97M-V functional and the def2-TZVPD basis",
  "symbols": ["C", "C", "C", "O", "O", "S", "Cl", "H", "H", "H"],
  "xyz": [[1.660, 2.069, 0.983], [1.139, 1.199, 0.367], [0.568, -0.023, -0.175], [-0.441, -0.773, 0.610], [-2.709, -1.833, 0.721], [-1.507, -1.925, -0.040], [-1.982, -1.159, -2.063], [2.027, 3.097, 1.084], [-0.072, 0.276, -1.092], [1.317, -0.929, -0.396]],
  "e_tot_ev": -30608.4151,
  "gap_ev": 10.1,
  "lumo_energy_ev": -0.55,
  "de_lowest_ev": 3.262
}



[15]
{
  "formula": "C3H3ClOS",
  "method": "the ωB97M-V functional and the def2-TZVPD basis",
  "symbols": ["C", "C", "Cl", "C", "O", "S", "H", "H", "H"],
  "xyz": [[-1.361, 1.642, -0.127], [-0.805, 0.461, -0.011], [-1.544, -1.089, 0.050], [0.706, 0.567, -0.026], [1.165, 1.718, 0.146], [1.757, -0.855, -0.044], [-2.484, 1.671, -0.089], [-0.710, 2.541, -0.138], [0.764, -1.789, -0.106]],
  "smiles": "C=C(Cl)C(=O)S",
  "e_tot_ev": -28563.6535,
  "gap_ev": 10.0,
  "lumo_energy_ev": -0.14,
  "de_lowest_ev": 0.531
}



[16]
{
  "formula": "C3H3CrO3",
  "method": "the ωB97M-V functional and the def2-TZVPD basis",
  "symbols": ["O", "Cr", "O", "C", "O", "C", "H", "H", "C", "H"],
  "xyz": [[0.623, 0.440, -0.334], [2.516, 0.673, -0.937], [2.209, -1.004, 0.019], [0.986, -0.782, 0.206], [0.046, -1.513, 0.523], [-0.776, 0.734, -0.068], [-1.120, 1.430, -0.849], [-0.793, 1.207, 0.931], [-1.501, -0.564, -0.176], [-2.189, -0.621, 0.686]],
  "e_tot_ev": -37710.7317,
  "spin_multiplicity": 5,
  "gap_ev": [4.3, 4.8],
  "s2": 6.02,
  "lumo_energy_ev": [-7.40, -6.95],
  "total_charge": 1,
  "de_lowest_ev": 3.871
}



[17]
{
  "formula": "C3H3CsO3",
  "method": "the ωB97M-V functional and the def2-TZVPD basis",
  "symbols": ["H", "O", "C", "C", "O", "O", "C", "H", "H", "Cs"],
  "xyz": [[-0.425, -0.910, 1.777], [0.212, -0.839, 1.037], [-1.512, 0.632, -0.171], [-0.275, -0.085, 0.058], [-2.532, 0.882, 0.412], [-0.982, 1.267, -1.273], [0.325, 0.631, -1.102], [0.593, 0.015, -1.970], [1.105, 1.372, -0.884], [3.491, -2.965, 2.116]],
  "e_tot_ev": -9842.0293,
  "spin_multiplicity": 2,
  "gap_ev": [6.8, 8.8],
  "s2": 0.76,
  "lumo_energy_ev": [-4.26, -4.26],
  "total_charge": 1,
  "de_lowest_ev": 0.078
}



[18]
{
  "formula": "C3H3CuLiO2",
  "method": "the ωB97M-V functional and the def2-TZVPD basis",
  "symbols": ["O", "C", "C", "H", "H", "H", "O", "C", "Cu", "Li"],
  "xyz": [[2.992, -0.309, 1.814], [3.281, -0.690, 0.781], [3.706, -1.219, -0.523], [4.719, -1.607, -0.458], [3.735, -0.452, -1.297], [2.896, -1.860, -0.875], [-0.353, -0.511, -1.147], [0.240, 0.272, -1.724], [-0.723, -0.077, 1.325], [-1.087, -2.256, -0.368]],
  "e_tot_ev": -52087.4283,
  "gap_ev": [5.4, 3.4],
  "lumo_energy_ev": [-4.12, -5.32],
  "total_charge": 1,
  "de_lowest_ev": 2.070
}



[19]
{
  "formula": "C3H3CuLiO4",
  "method": "the ωB97M-V functional and the def2-TZVPD basis",
  "symbols": ["O", "C", "C", "Cu", "Li", "H", "H", "O", "C", "O", "O", "H"],
  "xyz": [[0.201, -2.359, 0.565], [1.057, -1.583, 0.284], [1.997, -0.724, 0.037], [0.546, -4.825, 0.226], [-1.633, -1.571, 1.573], [2.185, -0.436, -0.999], [2.589, -0.311, 0.855], [-3.519, -1.096, 2.212], [-2.966, 0.099, 2.676], [-3.691, 0.913, 3.230], [-1.731, 0.126, 2.426], [-4.447, -1.175, 2.457]],
  "e_tot_ev": -56185.7114,
  "gap_ev": 3.8,
  "lumo_energy_ev": -7.67,
  "total_charge": 1,
  "de_lowest_ev": 3.110
}



[20]
{
  "formula": "C3H3EuLiO2",
  "method": "the ωB97M-V functional and the def2-TZVPD basis",
  "symbols": ["H", "O", "C", "C", "C", "O", "Eu", "Li", "H", "H"],
  "xyz": [[-2.340, 1.675, -0.538], [1.261, 0.357, 0.394], [0.374, -0.573, 0.689], [-0.529, -1.188, -0.084], [-1.331, 1.249, -0.421], [-1.461, 0.047, -0.019], [0.741, 2.456, -0.239], [3.012, -0.273, 0.148], [-0.356, -1.968, -0.816], [0.628, -1.781, 0.885]],
  "e_tot_ev": -26764.3475,
  "spin_multiplicity": 8,
  "gap_ev": [7.5, 7.4],
  "s2": 15.89,
  "lumo_energy_ev": [-8.76, -8.74],
  "total_charge": 2
}